(1)
Below is a 2-piece molecular cluster, C3H12N2O overall in a non-equilibrium geometry, with properties calculated with wB97M-V/def2-TZVPD.

Each atom is followed by the atoms it is bonded to, with distances in Å.
CARTESIAN COORDINATES (ANGSTROEM)
1 C 6.35 -0.25 -1.37  C2 1.503, H4 1.094, H5 1.087, H6 1.089
2 C 5.44 -0.93 -2.35  C1 1.503, O3 1.465, H7 1.096, H8 1.082
3 O 3.99 -0.79 -2.19  C2 1.465, H9 0.960
4 H 6.15 -0.40 -0.31  C1 1.094
5 H 7.32 -0.72 -1.48  C1 1.087
6 H 6.38 0.83 -1.55  C1 1.089
7 H 5.55 -2.01 -2.19  C2 1.096
8 H 5.54 -0.71 -3.40  C2 1.082
9 H 3.79 -0.44 -1.32  O3 0.960
10 N -5.34 -0.14 2.91  C11 1.434, H13 1.029, H14 1.021
11 C -6.07 0.66 1.97  N10 1.434, N12 1.490, H15 1.091, H16 1.096
12 N -5.43 0.86 0.64  C11 1.490, H17 1.021, H18 1.021
13 H -4.90 -0.95 2.45  N10 1.029
14 H -4.48 0.32 3.21  N10 1.021
15 H -7.04 0.20 1.74  C11 1.091
16 H -6.27 1.62 2.46  C11 1.096
17 H -4.78 1.65 0.71  N12 1.021
18 H -6.19 1.21 0.06  N12 1.021

Output
Charge   0
ΔE to the lowest compared entry with this formula, charge and spin   21.22 kcal per mole
Gap between HOMO and LUMO   10.8 eV
SMILES   CCO.NCN
E_tot   -8332.4021 eV
E_HOMO   -0.3555 hartree

***

(2)
Below is a 2-piece molecular cluster, C3H12N2O overall in a non-equilibrium geometry, with properties calculated with wB97M-V/def2-TZVPD.

Each atom is followed by the atoms it is bonded to, with distances in Å.
CARTESIAN COORDINATES (ANGSTROEM)
1 N -2.30 1.48 0.07  C2 1.557, H6 1.035, H7 1.011
2 C -1.45 0.19 0.24  N1 1.557, C3 1.511, H8 1.131, H9 1.126
3 C -0.36 -0.21 -0.72  C2 1.511, C4 1.506, H10 1.122, H11 1.085
4 C 0.66 -1.04 0.02  C3 1.506, N5 1.525, H12 1.143, H13 1.107
5 N 1.33 -1.89 -1.06  C4 1.525, H14 1.061, H15 1.058
6 H -2.23 1.77 -0.92  N1 1.035
7 H -3.27 1.19 0.00  N1 1.011
8 H -0.67 0.68 0.89  C2 1.131
9 H -2.13 -0.58 0.70  C2 1.126
10 H 0.15 0.64 -1.24  C3 1.122
11 H -0.76 -0.68 -1.62  C3 1.085
12 H 1.25 -0.44 0.79  C4 1.143
13 H 0.02 -1.66 0.68  C4 1.107
14 H 1.04 -2.89 -0.84  N5 1.061
15 H 2.38 -1.74 -1.02  N5 1.058
16 O 2.31 1.40 1.32  H17 1.002, H18 0.939
17 H 2.33 2.08 2.05  O16 1.002
18 H 1.71 1.70 0.66  O16 0.939

Output
Charge   0
ΔE to the lowest compared entry with this formula, charge and spin   45.03 kcal per mole
Gap between HOMO and LUMO   9.9 eV
SMILES   NCCCN.O
E_tot   -8331.3694 eV
E_HOMO   -0.3336 hartree

***

(3)
Below is a 3-piece molecular cluster, C3H12N2O2 overall in a non-equilibrium geometry, with properties calculated with wB97M-V/def2-TZVPD.

Each atom is followed by the atoms it is bonded to, with distances in Å.
CARTESIAN COORDINATES (ANGSTROEM)
1 C 1.32 -0.21 -1.65  C2 1.525, H6 1.101, H7 1.099, H8 1.080
2 C 0.65 -0.15 -0.28  C1 1.525, N3 1.455, H9 1.092, H10 1.101
3 N 0.46 1.23 0.13  C2 1.455, C4 1.261
4 C -0.05 1.43 1.26  N3 1.261, N5 1.383, H11 1.082
5 N -0.50 0.47 2.15  C4 1.383, H12 1.005, H13 1.005
6 H 0.95 0.62 -2.26  C1 1.101
7 H 2.40 -0.01 -1.53  C1 1.099
8 H 1.13 -1.14 -2.15  C1 1.080
9 H -0.33 -0.65 -0.30  C2 1.092
10 H 1.33 -0.63 0.43  C2 1.101
11 H -0.21 2.43 1.64  C4 1.082
12 H -0.23 -0.50 2.05  N5 1.005
13 H -0.75 0.76 3.08  N5 1.005
14 O -5.57 -2.11 -1.62  H15 0.972, H16 0.970
15 H -5.96 -2.64 -2.34  O14 0.972
16 H -5.12 -1.40 -2.10  O14 0.970
17 O 3.55 0.50 1.35  H18 0.964, H19 0.963
18 H 2.85 1.15 1.51  O17 0.964
19 H 4.05 0.85 0.62  O17 0.963

Output
Charge   0
ΔE to the lowest compared entry with this formula, charge and spin   24.02 kcal per mole
Gap between HOMO and LUMO   10.0 eV
SMILES   CC/N=C\N.O.O
E_tot   -10380.5081 eV
E_HOMO   -0.3394 hartree

***

(4)
Below is a 2-piece molecular cluster, C3H12N2O2 overall in a non-equilibrium geometry, with properties calculated with wB97M-V/def2-TZVPD.

Each atom is followed by the atoms it is bonded to, with distances in Å.
CARTESIAN COORDINATES (ANGSTROEM)
1 N 1.56 0.74 -0.99  C2 1.459, H7 1.008, H8 1.019
2 C 1.71 -0.38 -0.06  N1 1.459, C3 1.565, H9 1.086, H10 1.089
3 C 0.38 -1.01 0.47  C2 1.565, N4 1.483, C5 1.546, H11 1.088
4 N 0.64 -1.83 1.68  C3 1.483, H12 1.014, H13 1.015
5 C -0.66 0.07 0.85  C3 1.546, O6 1.414, H14 1.099, H15 1.079
6 O -1.77 -0.47 1.54  C5 1.414, H16 0.957
7 H 0.74 0.62 -1.56  N1 1.008
8 H 1.46 1.66 -0.56  N1 1.019
9 H 2.33 -0.17 0.81  C2 1.086
10 H 2.15 -1.19 -0.63  C2 1.089
11 H -0.04 -1.68 -0.28  C3 1.088
12 H 1.57 -2.21 1.53  N4 1.014
13 H 0.83 -1.22 2.47  N4 1.015
14 H -0.13 0.74 1.54  C5 1.099
15 H -1.00 0.59 -0.03  C5 1.079
16 H -1.42 -1.05 2.22  O6 0.957
17 O -3.02 1.95 -2.98  H18 0.958, H19 0.967
18 H -2.06 1.97 -2.99  O17 0.958
19 H -3.25 2.88 -3.03  O17 0.967

Output
Charge   0
ΔE to the lowest compared entry with this formula, charge and spin   33.47 kcal per mole
Gap between HOMO and LUMO   9.7 eV
SMILES   NC[C@@H](N)CO.O
E_tot   -10380.0984 eV
E_HOMO   -0.3370 hartree

***

(5)
Below is a 2-piece molecular cluster, C3H12N2O2 overall in a non-equilibrium geometry, with properties calculated with wB97M-V/def2-TZVPD.

Each atom is followed by the atoms it is bonded to, with distances in Å.
CARTESIAN COORDINATES (ANGSTROEM)
1 N -2.25 -1.79 -0.70  C2 1.505, H7 1.057, H8 0.925
2 C -0.98 -1.79 0.10  N1 1.505, C3 1.530, H9 1.130, H10 1.126
3 C -0.63 -0.33 0.42  C2 1.530, N4 1.465, H11 1.092, H12 1.139
4 N -0.45 0.72 -0.58  C3 1.465, C5 1.407, H13 1.077
5 C -0.33 1.98 0.03  N4 1.407, O6 1.512, H14 1.093, H15 1.076
6 O -0.05 3.14 -0.90  C5 1.512, H16 0.986
7 H -2.16 -1.54 -1.72  N1 1.057
8 H -2.45 -2.69 -0.76  N1 0.925
9 H -1.17 -2.19 1.14  C2 1.130
10 H -0.15 -2.43 -0.32  C2 1.126
11 H 0.16 -0.37 1.18  C3 1.092
12 H -1.49 -0.15 1.14  C3 1.139
13 H 0.45 0.49 -1.13  N4 1.077
14 H 0.48 2.08 0.75  C5 1.093
15 H -1.25 2.35 0.45  C5 1.076
16 H 0.61 2.78 -1.54  O6 0.986
17 O 3.53 -0.01 0.74  H18 0.940, H19 0.994
18 H 4.02 -0.70 0.32  O17 0.940
19 H 4.10 0.48 1.38  O17 0.994

Output
Charge   0
ΔE to the lowest compared entry with this formula, charge and spin   60.06 kcal per mole
Gap between HOMO and LUMO   9.6 eV
SMILES   NCCNCO.O
E_tot   -10378.9452 eV
E_HOMO   -0.3322 hartree

***

(6)
Below is a 2-piece molecular cluster, C3H12N2O2 overall in a non-equilibrium geometry, with properties calculated with wB97M-V/def2-TZVPD.

Each atom is followed by the atoms it is bonded to, with distances in Å.
CARTESIAN COORDINATES (ANGSTROEM)
1 N 1.85 1.85 0.49  C2 1.491, H7 1.000, H8 1.053
2 C 0.94 0.98 1.29  N1 1.491, N3 1.546, H9 1.093, H10 1.069
3 N 1.28 -0.51 1.13  C2 1.546, C4 1.447, H11 1.045
4 C 0.56 -1.15 0.05  N3 1.447, C5 1.511, H12 1.154, H13 1.055
5 C -0.93 -0.87 0.06  C4 1.511, O6 1.620, H14 1.092, H15 1.063
6 O -1.66 -0.73 1.50  C5 1.620, H16 0.946
7 H 2.39 2.46 1.05  N1 1.000
8 H 1.29 2.54 -0.07  N1 1.053
9 H -0.10 1.16 0.99  C2 1.093
10 H 1.01 1.36 2.29  C2 1.069
11 H 2.28 -0.43 0.83  N3 1.045
12 H 0.87 -2.26 0.15  C4 1.154
13 H 0.96 -0.88 -0.89  C4 1.055
14 H -1.27 -1.75 -0.48  C5 1.092
15 H -1.17 0.00 -0.49  C5 1.063
16 H -1.27 -1.40 2.04  O6 0.946
17 O -2.52 -0.34 -3.58  H18 1.011, H19 0.956
18 H -2.10 0.57 -3.69  O17 1.011
19 H -2.42 -0.60 -2.67  O17 0.956

Output
Charge   0
ΔE to the lowest compared entry with this formula, charge and spin   62.36 kcal per mole
Gap between HOMO and LUMO   9.7 eV
SMILES   NCNCCO.O
E_tot   -10378.8454 eV
E_HOMO   -0.3347 hartree

***

> Which of these has the lowest E_tot?

number 3